Here is C41H53As3NO8RbS3 as an isolated structure from the OMol25 dataset. Energies are from ωB97M-V/def2-TZVPD.

Output
- ΔE to the lowest compared entry with this formula, charge and spin: 55.0 kJ/mol
- Kohn-Sham gap: 4.80 eV
- LUMO energy: 3.45 eV
- Total energy: -276923.9296 eV
- Net charge: -2
- E_HOMO: -0.050 Eh

CARTESIAN COORDINATES (ANGSTROEM)
Rb1 -0.2418 -1.2320 -0.6654
C1 1.9543 2.9225 0.3544
As1 0.7487 1.4460 0.8999
C2 1.8830 0.8411 2.3764
C3 -0.4146 2.5077 2.1089
C4 -1.7262 3.1225 1.5779
C5 -1.4372 3.9020 0.2988
C6 -2.7939 2.0357 1.3609
As2 -2.7017 0.9275 -0.2727
C7 -3.8624 2.0520 -1.4188
C8 -4.1229 -0.3049 0.2679
C9 -2.2189 4.0578 2.7069
As3 -3.6870 5.3779 2.5940
C10 -4.9462 4.7638 1.2202
C11 -2.8199 6.7697 1.5100
H1 2.2751 3.5057 1.2220
H2 1.4637 3.5794 -0.3629
H3 2.8314 2.4898 -0.1302
H4 2.1501 1.7015 2.9964
H5 2.7780 0.3821 1.9599
H6 1.3114 0.1123 2.9505
H7 0.2270 3.3085 2.5000
H8 -0.6359 1.8287 2.9368
H9 -1.0190 3.2379 -0.4632
H10 -0.7087 4.6972 0.4817
H11 -2.3364 4.3495 -0.1262
H12 -3.7958 2.4776 1.3659
H13 -2.7424 1.3211 2.1853
H14 -4.7398 2.4093 -0.8741
H15 -4.1928 1.4380 -2.2578
H16 -3.3091 2.9011 -1.8206
H17 -5.0358 0.2514 0.4985
H18 -3.7752 -0.8688 1.1301
H19 -4.3076 -1.0137 -0.5384
H20 -1.3893 4.6973 3.0353
H21 -2.4691 3.4346 3.5713
H22 -5.5355 3.9277 1.5930
H23 -4.4649 4.4708 0.2910
H24 -5.6193 5.6016 1.0288
H25 -1.8963 7.0753 2.0016
H26 -3.4873 7.6312 1.4626
H27 -2.5893 6.4341 0.5017
O1 2.7604 -0.7857 -0.2987
S1 4.2003 -0.6126 -0.6447
C12 4.9887 -2.2393 -0.4678
C13 4.0815 -3.4107 -0.8522
C14 3.6634 -4.2464 0.3595
C15 2.6449 -5.3217 -0.0057
S2 0.9300 -4.6798 0.1128
O2 1.1374 -3.2065 -0.0940
C16 0.7270 -4.9205 1.8695
C17 0.7983 -3.8226 2.7004
C18 0.5668 -3.9905 4.0606
C19 0.2844 -5.2493 4.5653
C20 0.2116 -6.3473 3.7125
C21 0.4222 -6.1855 2.3546
C22 4.3026 -0.4947 -2.4234
C23 3.2189 -0.8512 -3.2096
C24 3.3363 -0.7687 -4.5931
C25 4.5178 -0.3161 -5.1629
C26 5.5893 0.0623 -4.3634
C27 5.4818 -0.0223 -2.9847
H28 5.3002 -2.3012 0.5771
H29 5.8904 -2.1709 -1.0792
H30 4.6036 -4.0521 -1.5697
H31 3.1818 -3.0378 -1.3438
H32 3.2413 -3.5846 1.1194
H33 4.5498 -4.7179 0.8000
H34 2.7006 -6.1990 0.6388
H35 2.7764 -5.6498 -1.0389
H36 0.9690 -2.8406 2.2862
H37 0.5468 -3.1114 4.6886
H38 0.0766 -5.3731 5.6203
H39 -0.0506 -7.3233 4.1031
H40 0.3027 -7.0197 1.6739
H41 2.2914 -1.1725 -2.7521
H42 2.4851 -1.0427 -5.2048
H43 4.5956 -0.2405 -6.2395
H44 6.5001 0.4380 -4.8123
H45 6.3001 0.2901 -2.3467
O3 -0.4299 -1.0499 3.5937
C28 -1.2253 -1.3314 2.6703
O4 -1.2492 -0.7679 1.5471
C29 -2.2712 -2.3950 2.9878
C30 -2.7955 -2.2953 4.2795
C31 -3.7654 -3.1534 4.7637
C32 -4.2079 -4.1769 3.9287
C33 -3.6830 -4.3049 2.6619
C34 -2.7109 -3.4300 2.1248
S3 -2.1505 -3.7632 0.4941
H46 -2.3927 -1.5143 4.9128
H47 -4.1610 -3.0321 5.7653
H48 -4.9598 -4.8799 4.2716
H49 -4.0133 -5.1101 2.0168
O5 0.2353 -0.9703 -5.3251
C35 -0.0556 -0.3078 -4.3155
O6 -0.4541 -0.6979 -3.1998
C36 0.1426 1.2212 -4.4304
C37 -0.1364 2.0593 -3.3543
C38 0.0703 3.4316 -3.4394
C39 0.5645 3.9930 -4.6072
C40 0.8347 3.1392 -5.6609
C41 0.6374 1.7750 -5.6060
N1 1.3747 3.7318 -6.9141
O7 1.4696 4.9507 -6.9745
O8 1.6780 2.9752 -7.8223
H50 -0.5217 1.6072 -2.4466
H51 -0.1476 4.0673 -2.5910
H52 0.7416 5.0532 -4.7068
H53 0.8576 1.1230 -6.4379